Entry 1:
Density functional theory data (the ωB97M-V functional and the def2-TZVPD basis) for a cluster of 2 separate species, C4H6N2O in total.

HOMO ... -9.13 eV
Energy relative to the best compared isomer or geometry (same formula, charge and spin) ... 2.111 eV
HOMO-LUMO gap ... 8.83 eV
Structure (SMILES) ... [H]/N=C1\C=CNC1=O.[H][H]

ORCA input file:
```
! RIJCOSX wB97M-V def2-TZVPD def2/J DEFGRID3
* xyz 0 1
N -1.718 0.597 0.692
C -0.487 0.377 0.472
C 0.037 -1.043 0.211
O -0.549 -2.098 0.238
N 1.376 -0.858 -0.096
C 1.725 0.488 0.003
C 0.679 1.258 0.344
H -2.387 -0.642 -1.565
H -1.878 1.602 0.799
H -2.157 -1.252 -1.210
H 1.992 -1.615 -0.344
H 2.748 0.786 -0.190
H 0.684 2.329 0.494
*
```

***

Entry 2:
Density functional theory data (the ωB97M-V functional and the def2-TZVPD basis) for a structure of composition Cl2NO11Rb.

HOMO ... -1.49 eV
Energy relative to the best compared isomer or geometry (same formula, charge and spin) ... 6.395 eV
HOMO-LUMO gap ... 1.69 eV

ORCA input file:
```
! RIJCOSX wB97M-V def2-TZVPD def2/J DEFGRID3
* xyz -2 1
Rb -1.369 -7.495 2.055
Cl 3.606 0.519 2.785
O 3.986 -0.369 3.854
O 2.359 0.190 2.116
O 3.915 1.871 3.335
O 4.411 0.543 1.609
Cl -1.819 -2.390 -0.460
O -0.982 -3.568 -0.435
O -2.144 -2.190 0.884
O -1.431 -1.123 -0.983
O -3.055 -2.512 -0.986
N -1.893 4.088 -3.477
O -1.463 5.249 -3.097
O -2.555 3.550 -2.568
O -1.567 3.636 -4.633
*
```

***

Entry 3:
Density functional theory data (the ωB97M-V functional and the def2-TZVPD basis) for the ion C3H7N4 with charge +1.

HOMO (alpha / beta) ... -13.19 / -13.19 eV
Energy relative to the best compared isomer or geometry (same formula, charge and spin) ... 5.295 eV
HOMO-LUMO gap (alpha / beta) ... 7.60 / 7.60 eV
Structure (SMILES) ... [H]/N=N/N=C\[NH+]=C/C

ORCA input file:
```
! RIJCOSX wB97M-V def2-TZVPD def2/J DEFGRID3
* xyz 1 1
C 1.484 0.038 1.283
C -0.574 0.556 0.213
C -0.042 0.214 -1.154
N 1.446 -1.213 1.045
N 0.584 -2.035 0.907
N -0.249 -2.180 0.100
N 0.242 0.663 1.267
H 2.442 0.513 1.313
H -1.515 0.928 0.307
H -0.703 -0.349 -1.810
H 0.958 -0.244 -0.961
H 0.136 1.144 -1.764
H -0.927 -3.015 0.212
H 0.058 1.415 1.947
*
```

***

Entry 4:
Density functional theory data (the ωB97M-V functional and the def2-TZVPD basis) for a structure of composition C23H44Cl3N4O3SSiTm.

HOMO (alpha / beta) ... -6.88 / -6.89 eV
⟨S²⟩ ... 2.002
Energy relative to the best compared isomer or geometry (same formula, charge and spin) ... 0.000 eV
HOMO-LUMO gap (alpha / beta) ... 7.29 / 7.30 eV

ORCA input file:
```
! RIJCOSX wB97M-V def2-TZVPD def2/J DEFGRID3
* xyz 0 3
C -2.993 4.873 1.000
C -2.061 3.847 1.545
H -2.897 5.801 1.589
H -4.038 4.539 1.073
H -2.763 5.112 -0.047
C -1.940 3.697 2.880
C -2.826 4.380 3.859
H -1.207 3.039 3.332
H -3.870 4.035 3.795
H -2.830 5.470 3.727
H -2.469 4.136 4.866
Tm 0.485 -2.144 -1.093
Cl 0.944 -0.603 -3.148
Cl -1.588 -3.095 -2.053
H 1.249 -6.045 -3.613
H 1.548 -4.026 -6.581
C 0.460 -5.379 -3.996
C 0.740 -3.721 -5.892
N 1.036 -4.140 -4.528
H -0.252 -5.145 -3.183
C 1.760 -3.352 -3.736
O 1.729 -3.415 -2.469
H 0.650 -2.632 -5.914
H 2.371 -2.609 -4.267
H -0.070 -5.862 -4.836
H -0.208 -4.193 -6.198
H -2.497 -0.518 1.996
H -1.141 -0.012 4.072
C -2.239 -1.578 2.186
C -0.792 -1.052 4.099
N -0.899 -1.672 2.783
H -2.312 -2.155 1.263
C 0.170 -2.103 2.104
O 0.128 -2.822 1.065
H 0.244 -1.089 4.448
H 1.135 -1.731 2.492
H -2.968 -1.936 2.936
H -1.446 -1.604 4.789
O -2.154 2.075 -0.135
C -1.305 3.067 0.485
C 0.044 1.614 2.093
C 0.025 2.543 1.052
H -0.877 1.089 2.334
C 1.235 1.360 2.777
H -1.026 3.783 -0.311
C 1.219 3.152 0.640
H 1.256 0.614 3.565
C 2.394 2.035 2.433
C 2.399 2.896 1.349
H 1.193 3.815 -0.235
H 3.324 1.849 2.962
H 3.320 3.351 0.997
Si -3.402 1.979 -1.193
Cl 0.187 -0.147 0.049
C -4.180 0.387 -0.501
C -2.423 1.273 -2.644
C -4.379 3.461 -1.682
H -3.918 0.196 0.554
H -3.761 -0.449 -1.090
H -5.269 0.358 -0.598
H -5.051 3.899 -0.939
H -4.987 3.015 -2.502
H -3.762 4.277 -2.101
H -1.440 1.757 -2.744
H -2.947 1.377 -3.598
H -2.219 0.198 -2.486
C 4.590 -3.561 -0.749
N 3.973 -2.254 -0.889
C 3.914 -1.344 0.083
S 2.846 -0.034 0.098
N 4.773 -1.453 1.147
C 6.219 -1.478 0.889
H 4.626 -3.850 0.303
H 5.606 -3.550 -1.157
H 3.999 -4.283 -1.312
H 3.331 -2.125 -1.683
H 4.535 -0.764 1.863
H 6.676 -0.668 1.472
H 6.630 -2.432 1.233
H 6.446 -1.324 -0.173
*
```

***

Entry 5:
Density functional theory data (the ωB97M-V functional and the def2-TZVPD basis) for the molecule C5H9NO.

HOMO ... -9.24 eV
Energy relative to the best compared isomer or geometry (same formula, charge and spin) ... 3.312 eV
HOMO-LUMO gap ... 10.27 eV
Structure (SMILES) ... C[C@@]1(O)CN2C[C@H]21

ORCA input file:
```
! RIJCOSX wB97M-V def2-TZVPD def2/J DEFGRID3
* xyz 0 1
C 1.349 -1.135 0.109
C 0.636 0.179 -0.030
O 1.612 1.207 0.094
C -0.317 0.484 -1.234
N -1.357 1.021 -0.302
C -1.752 -0.178 0.421
C -0.520 0.424 0.909
H 0.613 -1.940 0.050
H 1.865 -1.184 1.075
H 2.083 -1.250 -0.690
H 1.190 2.014 0.425
H -0.868 -0.262 -1.829
H 0.153 1.183 -1.934
H -1.704 -1.187 0.011
H -2.649 0.057 0.977
H -0.366 0.579 1.991
*
```